Formula: C4H13NO
Source: the Open Molecules 2025 dataset
Level of theory: the ωB97M-V functional and the def2-TZVPD basis

Its total charge is -1. As for the maximum force: 0.6 eV Å⁻¹. The calculation puts the HOMO energy (alpha / beta) at 1.3 / -5.4 eV. The spin multiplicity is 2. The expectation value of S² is 0.750. The value obtained for the relative energy (zero: lowest compared OMol25 entry of this formula, charge and spin) is 0.379 eV. As for the energy: -7894.800 eV.

```
19
C4H13NO | the Open Molecules 2025 dataset | the ωB97M-V functional and the def2-TZVPD basis
C -2.23124 -0.46971 -1.39521
C -0.82746 -0.81411 -0.91841
N -0.16732 0.32462 -0.33168
C 1.22997 0.08741 -0.00696
C 2.06892 1.35066 -0.15385
H -2.88314 -0.15972 -0.57475
H -2.66568 -1.35910 -1.86659
H -2.18892 0.26969 -2.19340
H -0.87552 -1.60045 -0.16133
H -0.29623 -1.24393 -1.78489
H -0.24573 1.10953 -0.96804
H 1.32347 -0.31604 1.00787
H 1.67605 -0.67574 -0.65866
H 2.04529 1.95616 0.75036
H 3.12054 1.12901 -0.34896
H 1.71854 1.94410 -0.99797
H -0.88282 -0.49319 4.03532
H 0.37636 -0.17206 3.21122
O -0.29506 -0.86712 3.35592
```